No. 1
{"formula": "H5NO3", "method": "the ωB97M-V functional and the def2-TZVPD basis", "gap_ev": 10.283, "charge": 0, "e_homo_ev": -9.37, "de_lowest_kj_mol": 12.55, "smiles": "NO.OO", "symbols": ["N", "O", "H", "H", "H", "O", "O", "H", "H"], "positions_angstrom": [[1.069048, -0.644909, -0.255616], [1.165068, 0.784685, -0.440977], [2.043983, -0.940532, -0.148710], [0.673825, -0.972773, -1.149120], [0.279126, 1.108209, -0.101071], [-1.241495, -0.447197, 0.900115], [-1.427693, 0.887695, 0.300291], [-0.167098, -0.715122, 0.497327], [-2.394763, 0.939946, 0.397761]], "atomic_forces_ev_per_a": [[-0.248, 0.824, -0.940], [-0.843, -0.084, 0.550], [-0.581, -0.106, -0.015], [0.727, -0.186, 0.313], [1.104, -0.242, -0.446], [2.350, -0.286, -0.965], [-0.625, -0.779, 0.436], [-2.432, 0.639, 1.258], [0.547, 0.219, -0.190]]}

---

No. 2
{"formula": "C14H46MnO14", "method": "the ωB97M-V functional and the def2-TZVPD basis", "multiplicity": 6, "gap_ev": [9.043, 9.366], "charge": 0, "e_homo_ev": [-9.00, -9.39], "de_lowest_kj_mol": 109.11, "symbols": ["Mn", "C", "C", "O", "O", "H", "H", "H", "C", "C", "O", "O", "H", "H", "H", "C", "O", "H", "H", "H", "H", "C", "O", "H", "H", "H", "H", "C", "O", "H", "H", "H", "H", "C", "O", "H", "H", "H", "H", "C", "O", "H", "H", "H", "H", "C", "O", "H", "H", "H", "H", "C", "O", "H", "H", "H", "H", "C", "O", "H", "H", "H", "H", "C", "O", "H", "H", "H", "H", "C", "O", "H", "H", "H", "H"], "positions_angstrom": [[-2.195229, -2.142822, -0.422950], [0.276430, 1.151206, 0.026435], [-0.587812, -0.061299, -0.124925], [-0.917517, -0.494786, -1.263550], [-1.007474, -0.705961, 0.880881], [0.535983, 1.594989, -0.928893], [1.143252, 0.877488, 0.629129], [-0.263399, 1.903438, 0.603216], [-3.506995, -4.625257, -3.360771], [-3.072661, -3.672784, -2.284682], [-2.548736, -2.551534, -2.513624], [-3.241846, -4.002146, -1.071769], [-4.173323, -5.400763, -2.980701], [-2.683398, -5.180080, -3.810310], [-4.072422, -4.112702, -4.139600], [2.902732, 3.335678, -1.721113], [2.689796, 3.064364, -3.108789], [2.940261, 2.425304, -1.111264], [3.822440, 3.887622, -1.524031], [2.004031, 3.869203, -1.411251], [3.562293, 2.980907, -3.506606], [4.538229, 0.514404, 0.608021], [5.743218, 0.322238, -0.099897], [4.538405, 0.215074, 1.664868], [4.307901, 1.577374, 0.609517], [3.732754, -0.072822, 0.151413], [5.974368, -0.610309, -0.064773], [-2.510897, 2.910400, 1.637497], [-3.896876, 2.885511, 1.897772], [-1.965556, 2.025460, 1.987443], [-2.276930, 3.043325, 0.584278], [-2.072311, 3.757193, 2.183563], [-4.070608, 2.683464, 2.817029], [0.725272, 0.090883, -3.968109], [-0.121480, -1.044388, -4.002182], [1.546027, -0.049236, -3.253410], [1.193927, 0.259866, -4.934144], [0.129430, 0.953461, -3.664993], [-0.577491, -1.081293, -3.150106], [-2.119954, 2.657469, -2.627876], [-2.211914, 3.789132, -3.468949], [-1.998162, 1.740110, -3.211937], [-1.234164, 2.680688, -1.984283], [-3.004563, 2.593258, -2.001232], [-1.332017, 4.045418, -3.753534], [1.761335, 3.735429, 2.042484], [1.510206, 4.857879, 1.232474], [2.300177, 2.910901, 1.558035], [2.397145, 3.978039, 2.905014], [0.833664, 3.344984, 2.456383], [2.341275, 5.305409, 1.054793], [-1.209128, 0.174985, 4.302238], [-0.230998, 0.441855, 3.315993], [-0.851612, 0.394687, 5.308166], [-2.102381, 0.776403, 4.101135], [-1.486852, -0.886284, 4.345853], [-0.503739, -0.070045, 2.529554], [0.588619, -3.314483, -1.170904], [-0.487723, -3.526705, -0.255320], [0.227515, -2.877441, -2.096251], [1.341798, -2.663323, -0.718624], [1.112534, -4.239389, -1.427438], [-0.173575, -3.994391, 0.522342], [-2.655006, -3.806814, 2.278818], [-3.005846, -2.589930, 1.612991], [-2.308565, -4.563017, 1.582115], [-1.856527, -3.624443, 3.011566], [-3.485257, -4.201578, 2.868825], [-3.396421, -2.046770, 2.305798], [2.187576, -1.953629, 2.339165], [3.279867, -2.458268, 3.081475], [2.192499, -0.859616, 2.302470], [2.224598, -2.333854, 1.321683], [1.220398, -2.166035, 2.804253], [3.591438, -1.771334, 3.674133]], "atomic_forces_ev_per_a": [[0.315, -0.057, -0.311], [-0.198, 0.133, 0.332], [-0.336, -0.637, -0.798], [0.011, 0.373, -0.017], [-0.021, 0.223, 0.819], [0.214, -0.239, -0.069], [0.143, 0.094, -0.156], [0.021, -0.086, 0.052], [-0.574, -0.398, -0.376], [-0.110, -0.204, 1.072], [0.149, 0.275, -0.747], [-0.217, -0.215, 0.215], [0.067, 0.211, 0.390], [0.251, 0.414, -0.046], [0.348, 0.172, -0.090], [-0.731, -0.317, -0.047], [0.622, 0.009, 0.275], [0.067, -0.134, -0.248], [-0.135, 0.279, -0.092], [0.304, 0.307, 0.280], [-0.173, -0.147, -0.167], [-0.517, -0.325, 0.213], [0.190, 0.058, 0.260], [0.517, -0.093, -0.053], [-0.054, -0.007, -0.282], [-0.160, 0.333, -0.111], [0.009, 0.021, -0.002], [0.814, 0.436, 1.103], [-0.421, -0.287, -0.797], [-0.294, -0.166, -0.057], [-0.556, 0.020, -0.134], [0.175, 0.004, -0.239], [0.228, 0.003, 0.153], [-0.144, -0.197, 0.607], [0.266, -0.213, -0.270], [-0.035, 0.120, 0.095], [-0.287, -0.081, -0.197], [0.310, 0.291, -0.115], [-0.097, 0.124, -0.142], [0.698, -0.473, -0.151], [-0.206, 0.276, 0.102], [-0.337, -0.066, 0.000], [-0.089, 0.268, 0.151], [-0.128, 0.055, -0.081], [0.043, -0.085, -0.021], [0.709, -0.370, 0.927], [-0.163, -0.071, -0.209], [-0.255, 0.106, -0.436], [-0.149, 0.217, 0.007], [-0.148, 0.088, -0.261], [0.000, -0.006, -0.012], [-0.171, -0.093, -0.039], [0.005, -0.348, 0.309], [0.244, 0.329, -0.159], [-0.136, -0.091, 0.205], [-0.058, 0.014, -0.228], [0.120, 0.228, -0.218], [1.020, -0.109, -0.009], [0.010, -0.090, -0.269], [-0.284, 0.096, 0.137], [-0.160, 0.204, -0.123], [-0.325, -0.167, 0.116], [0.051, 0.054, 0.031], [0.394, -0.217, 0.868], [-0.279, -0.550, 0.424], [-0.253, 0.159, -0.339], [0.064, 0.103, -0.250], [-0.179, -0.028, -0.368], [0.064, 0.431, -0.401], [-0.351, 0.809, 0.266], [0.103, -0.161, -0.090], [0.187, -0.003, -0.205], [0.006, -0.157, -0.007], [0.028, -0.423, -0.036], [-0.038, -0.028, 0.069]]}

---

No. 3
{"formula": "C6H10O", "method": "the ωB97M-V functional and the def2-TZVPD basis", "gap_ev": 10.289, "charge": 0, "e_homo_ev": -9.23, "de_lowest_kj_mol": 239.61, "symbols": ["O", "C", "C", "C", "C", "C", "C", "H", "H", "H", "H", "H", "H", "H", "H", "H", "H"], "positions_angstrom": [[2.318203, -0.528392, 2.161772], [2.097832, -0.003504, 1.087298], [1.699341, -0.779217, -0.188061], [0.296719, -0.429321, 0.241714], [-0.607243, 0.341573, -0.660304], [-1.983873, -0.162691, -0.985694], [-1.806864, 0.947951, 0.004437], [2.291680, 1.042645, 0.791019], [2.019279, -0.338756, -1.145743], [2.052227, -1.799161, -0.062422], [0.576779, 0.397272, 1.146703], [-0.167235, -1.234695, 0.816351], [-0.104008, 0.939423, -1.419351], [-2.383639, 0.079820, -1.964313], [-2.260216, -1.141193, -0.603961], [-2.087705, 1.954753, -0.277829], [-1.951278, 0.713494, 1.058382]], "atomic_forces_ev_per_a": [[0.080, 0.411, -0.295], [2.573, -1.065, -1.079], [0.685, 0.272, 0.906], [-0.231, 1.403, 1.588], [-0.085, 0.064, -0.065], [-0.091, -0.192, -0.185], [-0.160, 0.213, 0.016], [-0.154, 0.350, 0.724], [-0.113, -0.058, 0.530], [-0.434, -0.153, -0.264], [-1.858, -1.302, -1.675], [-0.078, 0.134, -0.151], [-0.119, -0.112, 0.143], [-0.009, -0.064, 0.129], [0.026, 0.132, -0.081], [-0.083, -0.091, -0.004], [0.052, 0.057, -0.237]]}